ORCA calculation (ωB97M-V/def2-TZVPD) on C23H41F5LaOP2Te as an isolated structure.

XYZ file:
```
74
Properties=species:S:1:pos:R:3:forces:R:3
La -0.562878 -1.993954 -1.170555 -1.9 0.5 0.6
Te 2.033875 -3.945583 0.131863 -0.2 -0.9 -0.6
P 5.036745 1.892198 -3.912178 -0.2 1.9 0.4
P 2.625407 0.584464 -5.321848 1.0 0.3 1.4
F 0.227584 -0.172453 -0.404705 0.2 0.6 -0.3
F -0.684153 -2.819286 0.823988 0.2 -0.4 -0.1
F 0.638349 -5.190818 -0.287517 1.0 0.5 0.4
F 2.795577 -5.334729 1.298744 -0.6 0.3 -0.5
F 3.423054 -4.549801 -0.998369 -0.6 0.3 0.2
O 1.317061 -2.966881 -1.428386 1.4 -1.0 0.5
C -2.352222 1.284448 0.440655 -0.1 -0.9 0.0
C 2.507447 2.729716 -2.187255 0.6 1.8 1.4
C 2.159599 -0.968846 -6.078704 0.0 -0.1 -0.5
C 6.788230 1.588361 -3.613763 0.6 0.0 -0.7
C 2.102190 2.306793 -0.753178 -0.1 0.3 0.4
C -0.679340 1.664995 2.353806 0.3 0.5 0.3
C -4.095199 0.233805 -1.160345 -0.6 0.1 -0.3
C -2.127229 2.548788 -0.275685 -0.1 0.6 -0.3
C -3.135387 -0.798634 1.014056 -0.5 1.2 -2.1
C 1.885364 1.985484 -3.247960 -1.4 1.0 -0.5
C -2.214242 -0.381533 2.015519 1.8 2.7 -0.1
C -1.803904 -1.178819 3.175183 0.2 -0.3 0.5
C 4.865289 3.584352 -4.522351 0.9 0.3 -1.2
C -3.219559 0.232578 0.036467 0.5 -1.4 0.6
C -3.897672 -2.060706 1.014546 -0.6 -0.4 -0.2
C 3.045606 1.410468 -0.015196 0.6 -0.6 0.4
C 3.986849 0.169275 -1.969661 0.0 -0.4 0.6
C 3.854900 0.462186 -0.509759 -0.1 0.2 0.4
C 2.723164 -0.388091 -2.618072 -0.2 -0.1 -0.6
C 2.019495 0.589669 -3.599301 -0.8 -1.4 -0.4
C 1.925757 2.012594 -6.169093 -0.1 -0.1 -0.7
C -1.707774 0.889266 1.648157 -0.9 -2.2 0.8
C 4.443452 0.779659 -5.214394 0.2 -0.3 -1.7
H 2.447329 -1.820130 -5.442037 0.0 0.4 -0.2
H -2.054825 3.373731 0.446007 0.1 -0.1 -0.3
H 4.287144 1.142114 -2.502929 -0.6 -2.0 1.3
H -1.230956 -2.057610 2.849177 -0.2 0.1 0.2
H 1.967704 -0.633209 -1.862103 0.4 0.2 -0.1
H -2.683202 -1.529143 3.726566 0.1 0.0 0.1
H -0.246524 1.072975 3.165657 0.1 0.3 -0.2
H -2.960943 2.758240 -0.952999 0.1 0.1 0.1
H 4.901825 -0.216743 -5.085655 -0.2 0.3 0.0
H -3.781127 1.002319 -1.881282 -0.2 -0.3 0.1
H 2.030916 3.219729 -0.131490 -0.1 -0.3 -0.4
H -4.101594 -0.740628 -1.681431 -0.1 0.3 0.1
H 7.057740 1.978393 -2.622484 -0.2 -0.1 -0.3
H -3.284917 -2.953334 0.803466 0.0 0.2 0.2
H 1.100149 1.846468 -0.761764 0.3 0.1 0.1
H 2.674682 -1.033332 -7.043225 -0.2 -0.2 0.1
H 1.070463 -0.982131 -6.242525 0.4 0.0 0.0
H 4.799973 -0.555138 -2.135295 -0.1 0.3 0.1
H -1.123361 2.570434 2.787332 0.2 0.0 0.1
H 1.030705 2.494472 -3.726656 0.5 -0.4 0.4
H 3.862416 3.785262 -4.920044 0.2 -0.1 0.2
H -1.208204 2.543063 -0.891222 -0.2 -0.1 0.3
H 1.612086 2.807810 -5.480438 0.2 -0.5 -0.3
H 0.986560 0.185983 -3.763809 0.3 0.1 0.1
H 2.673915 2.430847 -6.853095 -0.2 -0.2 0.0
H -4.696523 -2.015092 0.264203 0.1 -0.1 0.2
H 2.948479 -1.336138 -3.138964 -0.2 0.3 0.1
H -4.370320 -2.218043 1.992902 0.1 -0.1 -0.2
H 4.492000 -0.132867 0.157520 -0.3 0.4 0.0
H 2.189277 3.785749 -2.288218 0.0 -0.5 -0.1
H 5.615363 3.753465 -5.308164 -0.3 0.4 0.0
H 7.006291 0.513396 -3.624252 0.0 0.2 0.0
H 0.124344 1.988554 1.676409 -0.1 -0.1 0.2
H 7.398870 2.095427 -4.370646 0.1 -0.2 0.2
H 3.608562 2.796752 -2.255831 -0.6 -0.2 0.2
H -1.183882 -0.580119 3.847207 -0.1 -0.2 0.0
H 4.780484 1.186323 -6.186746 -0.1 -0.5 0.1
H -5.135849 0.454190 -0.860770 0.2 -0.1 -0.4
H 3.052470 1.601829 1.062393 0.0 -0.3 -0.3
H 1.058561 1.666523 -6.746001 0.2 0.2 0.0
H 5.050562 4.288394 -3.700976 0.0 -0.3 -0.1
```
Forces are in eV/Å.

Computed properties:
Largest force on an atom: 3.29 eV Å⁻¹
Frontier orbital gap (alpha / beta): 5.7 / 5.7 eV
Highest occupied orbital energy (alpha / beta): -9.22 / -9.14 eV
Net charge: +1

***

ORCA calculation (ωB97M-V/def2-TZVPD) on C23H41GaNO16 as an isolated structure.

XYZ file:
```
82
Properties=species:S:1:pos:R:3:forces:R:3
Ga -4.996057 -1.709361 -0.612183 -0.9 0.4 -0.3
O 6.345794 4.789158 -0.098088 0.0 0.2 -0.2
O -1.000219 -3.701349 2.678932 0.3 0.1 0.4
O 1.385606 3.745996 -0.961681 0.3 0.1 -0.2
O -6.224719 -4.970723 0.535721 -0.1 -0.3 0.1
O 6.896076 1.538833 2.808296 0.2 0.2 0.0
O -0.541797 -2.512079 4.514104 0.1 -0.1 0.0
O -4.276352 -4.815679 1.617593 0.3 -0.2 0.3
O 3.097239 4.223728 -2.324118 -0.1 0.0 0.1
O -3.149939 -1.265981 -0.472874 -0.1 -0.7 -0.3
O -5.982362 -6.004291 2.501779 -0.1 0.0 0.0
O 4.982672 6.396145 -0.882270 -0.2 0.2 0.1
O 6.627570 5.567730 -2.173308 0.0 0.0 0.2
O 8.676053 1.680219 1.441787 0.1 0.0 -0.2
O 0.891142 -4.107464 3.828610 0.2 -0.1 0.1
O 8.109897 3.414371 2.758147 -0.1 -0.1 0.0
O 2.831904 2.122210 -1.566086 0.1 0.0 0.0
N -7.389989 -0.289290 -1.672501 0.3 0.3 0.3
C 1.001804 -1.489159 -1.365698 0.6 0.8 -0.3
C 2.471430 3.252058 -1.612324 0.0 -0.3 0.1
C -1.664405 -1.878155 3.893834 -0.2 0.4 0.0
C -5.936028 -0.039631 -1.389475 0.6 -0.2 -0.3
C -7.366498 -6.087292 2.167053 -0.3 -0.2 0.3
C 2.253822 5.374816 -2.319176 0.1 0.5 -0.3
C -7.367397 -5.800570 0.686812 -0.3 0.0 -0.3
C -2.265559 -2.312502 -0.787379 0.7 0.3 0.2
C -0.236027 0.651349 -0.809494 0.4 0.3 -0.7
C -2.183632 -2.950565 2.977095 -0.6 0.1 -0.4
C 1.423949 5.168131 -1.082976 -0.3 0.3 0.3
C 0.070229 -0.376502 -1.946047 0.2 -0.3 0.2
C 6.434730 2.342652 3.894268 -0.3 -0.1 0.3
C -1.209893 -0.892340 -2.684627 0.7 -0.1 0.6
C 5.898829 5.655998 -1.036094 -0.1 -0.1 -0.1
C -5.386477 -5.223953 1.558599 0.3 0.4 -0.4
C -0.121839 -3.500057 3.684259 -0.1 -0.1 -0.3
C 6.941383 3.711849 3.525879 -0.2 0.5 0.1
C 7.295164 3.923854 -0.728618 0.3 -0.6 0.2
C -1.720367 -2.283481 -2.252581 -1.5 0.0 -0.4
C -2.840618 -2.679508 -3.282698 1.0 0.0 0.3
C 7.962823 2.162346 2.259613 0.0 -0.2 0.0
C 7.764265 4.746232 -1.896475 0.4 0.0 -0.3
H -2.684437 -3.323016 -0.575520 0.0 0.4 -0.2
H -3.518035 -1.825897 -3.434521 0.0 -0.5 0.1
H 0.676206 0.159343 -2.702364 -0.3 -0.2 0.3
H 0.819158 -1.623880 -0.287766 -0.1 -0.4 -0.5
H -7.235035 -6.701498 0.080843 0.0 0.0 0.1
H 8.611724 5.388832 -1.644313 -0.1 0.0 0.0
H -2.351900 -2.939342 -4.244433 -0.3 0.2 0.3
H -7.435853 -0.717827 -2.588587 -0.1 -0.1 0.1
H 1.653709 5.377815 -3.233066 0.0 -0.1 0.1
H -2.904459 -3.608652 3.464858 0.1 0.0 0.0
H -1.317316 -0.995243 3.351093 0.0 -0.1 0.0
H -5.266825 -2.909200 -1.669302 0.2 0.0 0.1
H -3.370553 -3.566295 -2.913458 -0.1 0.4 -0.2
H -5.801141 0.826611 -0.715926 -0.3 -0.3 -0.3
H 5.350281 2.301362 3.973124 0.0 -0.1 -0.2
H 8.100580 3.665820 -0.044350 -0.1 0.1 0.1
H 8.025491 4.139266 -2.760922 -0.2 0.1 -0.1
H 0.492038 0.529297 0.011373 -0.4 0.1 -0.2
H -8.267920 -5.283375 0.359925 0.2 0.1 -0.1
H -0.047919 1.655282 -1.228392 -0.3 -0.2 0.4
H -2.631349 -2.548948 2.068421 0.1 -0.2 -0.1
H -0.970588 -3.090845 -2.328804 0.1 0.5 0.1
H -5.415794 0.200639 -2.348701 -0.1 0.2 0.5
H -5.675488 -2.119377 0.787414 0.2 0.1 0.3
H 2.845314 6.287259 -2.278542 0.2 -0.2 0.0
H -7.876376 0.599029 -1.752385 0.0 -0.1 -0.1
H 2.038807 -1.099708 -1.434673 -0.4 -0.2 0.1
H -1.275023 0.609196 -0.449388 0.4 -0.3 0.0
H -7.912905 -5.332359 2.738046 0.0 0.0 -0.1
H 7.192112 4.316896 4.395266 0.2 0.0 -0.1
H 6.787890 3.008195 -1.040698 0.0 0.1 0.0
H -2.396708 -1.570645 4.638359 0.2 -0.1 0.1
H -7.765378 -7.071996 2.407978 0.2 0.0 0.1
H 6.873275 1.967902 4.822425 0.0 0.0 -0.1
H -2.000833 -0.138551 -2.521159 0.1 -0.5 -0.1
H 6.238023 4.264620 2.898518 0.0 -0.1 0.0
H 0.419141 5.576558 -1.177390 0.0 -0.2 0.0
H -1.381757 -2.224870 -0.110981 -0.2 -0.1 -0.3
H 0.996144 -2.433115 -1.926407 -0.2 0.2 0.3
H -1.013651 -0.912620 -3.771427 0.0 -0.1 0.3
H 1.895142 5.585593 -0.189775 0.1 0.0 -0.1
```
Forces are in eV/Å.

Computed properties:
Largest force on an atom: 1.54 eV Å⁻¹
Frontier orbital gap: 5.9 eV
Highest occupied orbital energy: -4.05 eV
Net charge: -1